Molecular formula: C4H4S2
Method: DFT, ωB97M-V with the def2-TZVPD basis set

Summary:
gap between HOMO and LUMO	8.81	eV
max |F|	0.0340	hartree/bohr
highest occupied orbital energy	-8.0	eV
ΔE to the lowest compared entry with this formula, charge and spin	62.98	kJ/mol
SMILES	C1=CSC=CS1
energy	-25882.06910	eV

Cartesian coordinates (Å):
C  -0.557  -0.143  1.415
C  -1.384  -0.532  0.432
S  -0.877  -0.687  -1.253
C  0.291  0.628  -1.367
C  1.115  0.986  -0.374
S  1.161  0.189  1.196
H  -0.895  -0.022  2.405
H  -2.449  -0.677  0.667
H  0.281  1.187  -2.312
H  1.723  1.857  -0.481

Atom charges from the Mulliken analysis, given in e for atoms 1 to 8: number 1, C, carries -0.347; number 2, C, carries -0.213; number 3, S, carries -0.171; number 4, C, carries -0.264; number 5, C, carries -0.272; number 6, S, carries -0.165; number 7, H, carries 0.380; number 8, H, carries 0.344